(1)
ORCA calculation (the ωB97M-V functional and the def2-TZVPD basis) on a 2-piece molecular cluster, C20H26N8O3 overall in a non-equilibrium geometry.

## Properties
Electronic energy (Ha): -1441.553732
Maximum force (hartree/bohr): 0.038
SMILES: CNC(=O)[C@H](CCC(N)=O)NC(C)=O.Nc1cc(Cc2ccccc2)c2[nH]nnc2n1
2S+1: 1
HOMO (eV): -8.7
HOMO-LUMO gap (eV): 8.60
LUMO level (eV): -0.0651

Last column: Löwdin charge in e.
Positions of all 57 atoms, in Å:
O (-1.891, 6.838, 2.872)  0.033
O (0.985, 4.185, -0.791)  0.033
O (-1.782, 2.363, 3.524)  0.041
N (-0.908, -1.570, -1.304)  0.079
N (0.079, -0.922, -1.832)  0.003
N (-1.592, -3.928, -1.252)  0.173
C (-2.991, 6.504, 2.458)  -0.544
C (0.396, 3.140, -0.579)  -0.578
C (-1.833, 3.574, 3.322)  -0.461
C (-0.781, -2.920, -1.607)  -0.290
C (-1.253, -5.138, -1.676)  -0.410
C (5.349, -5.601, -1.155)  -0.089
C (5.255, -4.332, -1.733)  -0.078
C (4.349, -6.549, -1.391)  -0.076
C (4.159, -4.008, -2.543)  -0.042
C (3.255, -6.225, -2.201)  -0.037
C (-0.125, -5.411, -2.446)  0.036
C (0.358, -3.095, -2.370)  -0.160
C (3.145, -4.950, -2.781)  -0.218
C (0.725, -4.365, -2.816)  -0.127
N (0.659, 2.110, -1.352)  0.167
N (-2.093, -6.131, -1.279)  0.113
N (0.863, -1.821, -2.483)  0.064
N (-1.437, 4.455, 4.246)  0.035
N (-3.295, 5.270, 2.050)  0.111
C (-4.108, 7.519, 2.393)  0.004
C (1.958, -4.609, -3.652)  -0.097
C (-0.934, 4.101, 5.571)  -0.053
C (-0.619, 2.973, 0.547)  -0.096
C (-1.349, 4.281, 0.898)  -0.129
C (-2.421, 4.081, 1.986)  -0.188
H (6.197, -5.851, -0.524)  0.101
H (6.034, -3.596, -1.552)  0.103
H (4.422, -7.536, -0.944)  0.102
H (4.104, -3.019, -2.985)  0.101
H (2.486, -6.970, -2.376)  0.105
H (0.076, -6.429, -2.752)  0.117
H (0.203, 1.222, -1.208)  0.055
H (1.327, 2.278, -2.080)  0.112
H (-1.668, -7.036, -1.119)  0.097
H (-2.777, -5.804, -0.601)  0.104
H (1.716, -1.579, -2.985)  0.154
H (-1.467, 5.436, 3.987)  0.090
H (-4.241, 5.135, 1.734)  0.143
H (-4.437, 7.627, 1.361)  0.084
H (-3.737, 8.477, 2.757)  0.087
H (-4.937, 7.188, 3.017)  0.084
H (2.177, -3.724, -4.257)  0.116
H (1.772, -5.430, -4.351)  0.127
H (-0.501, 4.979, 6.051)  0.084
H (-1.754, 3.721, 6.182)  0.084
H (-0.172, 3.324, 5.483)  0.084
H (-0.084, 2.599, 1.420)  0.126
H (-1.355, 2.224, 0.250)  0.121
H (-0.621, 5.021, 1.237)  0.122
H (-1.829, 4.658, -0.007)  0.127
H (-3.056, 3.266, 1.639)  0.150

(2)
ORCA calculation (the ωB97M-V functional and the def2-TZVPD basis) on one molecule with the formula C20H27BrN2O5S.

## Properties
Electronic energy (Ha): -4236.254200
Maximum force (hartree/bohr): 0.015
SMILES: CCOC(=O)c1c(NC(C)=O)sc2c(OC[C@H](O)CN(CC)CC)c(Br)ccc12
2S+1: 1
HOMO (eV): -7.7
HOMO-LUMO gap (eV): 8.08
LUMO level (eV): 0.4156

Last column: Löwdin charge in e.
Positions of all 56 atoms, in Å:
C (-6.243, -3.511, -0.622)  -0.058
C (-5.467, -3.170, 0.641)  -0.206
H (-6.063, -2.519, 1.290)  0.122
H (-5.179, -4.073, 1.183)  0.126
O (-4.234, -2.518, 0.335)  -0.006
C (-4.278, -1.202, 0.123)  -0.417
O (-5.313, -0.555, 0.211)  0.072
C (-2.993, -0.601, -0.206)  -0.087
C (-2.910, 0.761, -0.419)  -0.408
N (-3.955, 1.635, -0.346)  0.107
C (-3.783, 2.973, -0.559)  -0.516
O (-2.687, 3.423, -0.818)  -0.008
C (-5.045, 3.780, -0.441)  0.016
H (-5.770, 3.439, -1.177)  0.090
H (-5.475, 3.653, 0.550)  0.090
H (-4.822, 4.829, -0.610)  0.088
H (-4.851, 1.192, -0.121)  0.133
S (-1.332, 1.333, -0.795)  1.200
C (-0.702, -0.310, -0.685)  -0.317
C (0.616, -0.721, -0.894)  -0.319
C (0.873, -2.088, -0.767)  -0.577
C (-0.107, -3.012, -0.448)  -0.113
C (-1.403, -2.594, -0.242)  -0.021
C (-1.713, -1.240, -0.361)  -0.176
H (-2.172, -3.304, 0.006)  0.104
H (0.156, -4.054, -0.365)  0.102
Br (2.655, -2.656, -1.062)  0.826
O (1.689, 0.026, -1.215)  -0.120
C (1.627, 1.433, -1.292)  -0.163
H (1.059, 1.734, -2.181)  0.128
H (1.157, 1.863, -0.402)  0.103
C (3.078, 1.940, -1.408)  -0.327
O (3.750, 1.258, -2.429)  -0.011
H (3.710, 0.318, -2.204)  0.080
C (3.828, 1.845, -0.055)  -0.131
N (4.001, 0.475, 0.370)  -0.193
C (5.301, -0.106, 0.116)  -0.251
C (6.440, 0.297, 1.065)  -0.080
H (7.390, -0.021, 0.642)  0.069
H (6.330, -0.175, 2.037)  0.057
H (6.468, 1.376, 1.199)  0.069
H (5.187, -1.194, 0.138)  0.092
H (5.585, 0.176, -0.900)  0.111
C (3.299, 0.062, 1.561)  -0.240
C (3.641, 0.781, 2.875)  -0.074
H (3.490, 1.854, 2.785)  0.063
H (2.990, 0.411, 3.664)  0.072
H (4.670, 0.606, 3.170)  0.052
H (2.226, 0.194, 1.380)  0.110
H (3.482, -1.009, 1.685)  0.110
H (3.259, 2.419, 0.681)  0.118
H (4.797, 2.339, -0.187)  0.125
H (3.045, 2.993, -1.712)  0.151
H (-7.139, -4.066, -0.359)  0.078
H (-6.533, -2.599, -1.139)  0.075
H (-5.632, -4.115, -1.288)  0.080

(3)
ORCA calculation (the ωB97M-V functional and the def2-TZVPD basis) on C20H27BrNO2PPt as an isolated structure in a non-equilibrium geometry.

## Properties
Electronic energy (Ha): -4017.371774
Maximum force (hartree/bohr): 0.089
Net charge: +2
2S+1: 5
HOMO (spin up / spin down) (eV): -11.1 / -14.9
HOMO-LUMO gap (spin up / spin down) (eV): 5.54 / 4.87
LUMO level (spin up / spin down) (eV): -5.5932 / -10.0217
Expectation value of S²: 6.046

Last column: Löwdin charge in e.
Positions of all 53 atoms, in Å:
C (2.060, -3.620, 1.322)  0.011
C (2.132, -3.136, 0.019)  -0.004
C (1.390, -2.021, -0.383)  -0.234
C (0.613, -1.352, 0.564)  -0.171
C (0.518, -1.842, 1.876)  -0.298
C (1.262, -2.951, 2.257)  0.005
C (1.521, -1.562, -1.797)  -0.102
C (0.298, -0.878, -2.393)  -0.215
N (-0.806, -1.677, -2.765)  -0.095
Pt (-0.497, 0.367, 0.011)  0.891
C (-0.441, -1.167, 2.806)  -0.247
P (-1.716, -0.394, 1.712)  0.667
H (2.776, -3.632, -0.723)  0.139
H (1.179, -3.295, 3.294)  0.137
H (2.615, -4.508, 1.622)  0.134
H (0.034, -0.353, 3.368)  0.112
H (-0.921, -1.852, 3.515)  0.115
H (2.307, -0.799, -1.877)  0.145
H (1.805, -2.399, -2.449)  0.143
H (-0.177, -0.136, -1.713)  -0.011
C (-2.798, 0.589, 2.765)  -0.239
C (-2.723, -1.830, 1.242)  -0.226
H (0.582, -0.304, -3.289)  0.154
C (-1.204, -2.902, -2.144)  0.017
C (-1.545, -1.300, -3.934)  0.012
H (-1.341, 1.623, 0.832)  -0.017
H (-1.613, -3.589, -2.913)  0.126
H (-0.397, -3.393, -1.609)  0.105
H (-2.020, -2.710, -1.432)  0.105
H (-1.980, -2.185, -4.440)  0.122
H (-2.383, -0.635, -3.662)  0.134
H (-0.912, -0.742, -4.640)  0.120
H (-3.201, -2.264, 2.126)  0.070
H (-3.477, -1.499, 0.523)  0.059
H (-2.108, -2.589, 0.754)  0.035
H (-3.188, -0.016, 3.592)  0.070
H (-2.250, 1.445, 3.167)  0.054
H (-3.625, 0.967, 2.156)  0.066
H (-1.286, 1.649, -0.691)  -0.040
Br (3.184, 1.815, 1.369)  0.987
C (2.214, 3.374, 0.898)  -0.516
C (2.172, 4.471, 1.768)  -0.062
C (1.427, 5.614, 1.440)  0.026
C (0.753, 5.666, 0.216)  0.027
C (0.820, 4.592, -0.670)  0.033
C (1.493, 3.423, -0.303)  -0.120
C (1.569, 2.274, -1.270)  -0.608
O (2.040, 2.502, -2.378)  0.165
O (1.190, 1.102, -0.847)  -0.324
H (2.756, 4.439, 2.676)  0.118
H (1.435, 6.472, 2.115)  0.141
H (0.172, 6.552, -0.051)  0.141
H (0.290, 4.596, -1.627)  0.148

(4)
ORCA calculation (the ωB97M-V functional and the def2-TZVPD basis) on C20H27Cl24F9O3Si2 as an isolated structure in a non-equilibrium geometry.

## Properties
Electronic energy (Ha): -13526.464157
Maximum force (hartree/bohr): 0.027
2S+1: 1
HOMO (eV): -10.7
HOMO-LUMO gap (eV): 10.87
LUMO level (eV): 0.1906

Last column: Löwdin charge in e.
Positions of all 85 atoms, in Å:
C (-0.288, 3.798, 1.825)  -0.092
C (-1.621, 3.131, 1.517)  -0.250
C (-1.904, 1.876, 2.337)  -0.212
C (-0.855, 0.750, 2.230)  -0.355
C (-0.860, -0.026, 3.571)  -0.095
Si (-1.119, -0.464, 0.847)  0.690
O (0.078, -1.595, 0.789)  -0.282
Si (1.650, -1.028, 0.723)  0.585
C (2.739, -2.225, -0.236)  -0.283
C (2.217, -3.643, -0.247)  -0.225
O (1.789, -3.977, 1.107)  -0.063
C (1.704, -5.291, 1.333)  -0.344
O (1.461, -6.130, 0.498)  0.075
C (-2.718, -1.527, 1.055)  -0.438
F (-3.780, -0.798, 1.481)  0.077
F (-3.025, -2.114, -0.136)  0.062
C (-2.570, -2.693, 2.053)  -0.321
F (-1.748, -3.634, 1.558)  0.096
F (-3.807, -3.267, 2.166)  0.070
C (-1.146, 0.379, -0.913)  -0.403
F (-0.353, 1.487, -0.926)  0.059
F (-0.660, -0.465, -1.862)  0.084
C (-2.548, 0.831, -1.424)  -0.541
F (-3.163, -0.158, -2.094)  0.139
F (-2.393, 1.865, -2.290)  0.123
F (-3.324, 1.254, -0.413)  0.161
H (0.541, 3.150, 1.557)  0.058
H (-0.198, 4.110, 2.859)  0.077
H (-0.170, 4.678, 1.203)  0.073
H (-1.695, 2.985, 0.446)  0.083
H (-2.402, 3.844, 1.770)  0.112
H (-1.906, 2.190, 3.378)  0.078
H (-2.915, 1.540, 2.128)  0.102
H (0.115, 1.236, 2.174)  0.093
H (-0.521, 0.607, 4.379)  0.027
H (-1.895, -0.280, 3.787)  0.079
H (-0.274, -0.936, 3.493)  0.071
H (1.740, 0.274, 0.066)  -0.061
H (2.246, -0.860, 2.069)  0.002
H (3.738, -2.174, 0.190)  0.085
H (2.834, -1.904, -1.269)  0.001
H (1.371, -3.754, -0.910)  0.128
H (3.011, -4.329, -0.510)  0.118
H (1.892, -5.575, 2.371)  0.143
H (-2.284, -2.376, 3.051)  0.150
C (3.003, 3.487, -1.543)  -1.517
Cl (3.501, 4.784, -0.456)  0.521
Cl (3.658, 3.744, -3.159)  0.514
Cl (3.491, 1.914, -0.908)  0.521
H (1.923, 3.503, -1.610)  0.009
C (-3.926, -5.161, -0.955)  -1.540
Cl (-5.084, -6.334, -0.312)  0.554
Cl (-2.448, -5.968, -1.471)  0.551
Cl (-4.638, -4.238, -2.281)  0.544
H (-3.674, -4.470, -0.163)  -0.029
C (-2.239, 0.369, -5.025)  -1.559
Cl (-1.183, -0.677, -5.977)  0.525
Cl (-1.973, 2.065, -5.433)  0.544
Cl (-3.930, -0.074, -5.250)  0.550
H (-1.991, 0.231, -3.981)  -0.038
C (7.697, 2.713, 0.269)  -1.538
Cl (7.806, 1.009, 0.715)  0.526
Cl (7.134, 2.885, -1.396)  0.494
Cl (6.652, 3.585, 1.387)  0.523
H (8.688, 3.141, 0.333)  0.012
C (-8.044, -4.149, -0.856)  -1.580
Cl (-7.234, -2.893, 0.080)  0.517
Cl (-9.475, -4.736, -0.005)  0.525
Cl (-8.472, -3.560, -2.464)  0.517
H (-7.358, -4.977, -0.973)  -0.060
C (3.802, -1.583, -4.559)  -1.526
Cl (2.221, -1.685, -5.327)  0.526
Cl (4.081, 0.037, -3.920)  0.518
Cl (3.934, -2.784, -3.269)  0.581
H (4.560, -1.793, -5.300)  0.013
C (-1.524, 1.946, 7.602)  -1.543
Cl (-2.651, 0.801, 8.325)  0.533
Cl (-0.074, 1.120, 7.026)  0.544
Cl (-2.296, 2.842, 6.291)  0.534
H (-1.227, 2.654, 8.363)  0.011
C (6.144, 6.776, -4.113)  -1.541
Cl (6.034, 6.150, -5.760)  0.525
Cl (4.626, 7.538, -3.632)  0.520
Cl (6.584, 5.493, -2.986)  0.469
H (6.919, 7.529, -4.090)  0.010